P) Below is 2 unconnected molecules or ions with the total composition C5H11NO2, with properties calculated with ωB97M-V/def2-TZVPD.

CARTESIAN COORDINATES (ANGSTROEM)
O (-1.4730, 3.1029, 0.7287)
C (-1.0432, 2.5088, -0.2266)
N (-0.1851, 1.4419, -0.1695)
C (0.4927, 0.8933, -1.3358)
C (1.0341, -0.5457, -1.1171)
C (1.8442, -0.6278, 0.1604)
C (2.0480, -1.6970, 0.9408)
H (-1.1955, 2.8269, -1.2699)
H (0.1080, 1.0425, 0.7095)
H (-0.1899, 0.6235, -2.1637)
H (1.1500, 1.7420, -1.6389)
H (1.5973, -0.8476, -2.0670)
H (0.2468, -1.2863, -1.1426)
H (2.1472, 0.2734, 0.6914)
H (1.8663, -2.7029, 0.6158)
H (2.4247, -1.4946, 1.9395)
H (-3.0293, -1.4677, 1.3177)
H (-3.9366, -1.9778, 2.4882)
O (-3.9067, -1.8078, 1.5392)

Values from the calculation:
- frontier orbital gap (Ha) = 0.380
- LUMO energy (eV) = 0.569
- SMILES = C=CCCNC=O.O

Here are the Löwdin charges for atoms 1 to 8, given in e:
1. O 0.023
2. C -0.371
3. N 0.008
4. C -0.219
5. C -0.188
6. C -0.200
7. C 0.004
8. H 0.133


Q) Below is a single C5H11NO2 molecule, with properties calculated with ωB97M-V/def2-TZVPD.

CARTESIAN COORDINATES (ANGSTROEM)
C (1.0560, -1.6404, -0.6900)
C (1.1088, 0.8165, -0.3132)
O (2.3695, 0.8052, 0.2835)
N (0.3800, -0.3744, -0.5684)
H (2.8896, 0.0236, 0.0682)
H (1.1401, 1.4853, -1.1910)
H (0.3120, -2.4262, -0.8268)
H (1.6821, -1.8905, 0.1785)
H (1.6830, -1.6257, -1.5882)
C (-2.1427, 0.3584, -0.2637)
C (-0.8388, 0.1853, 0.4811)
C (0.0110, 1.3868, 0.7276)
O (-0.9110, -0.6402, 1.5775)
H (-1.3788, -1.4505, 1.3387)
H (-2.8680, 0.8793, 0.3615)
H (-2.5506, -0.6113, -0.5481)
H (-1.9716, 0.9494, -1.1605)
H (0.4151, 1.4287, 1.7332)
H (-0.3856, 2.3405, 0.4001)

Values from the calculation:
- frontier orbital gap (Ha) = 0.321
- LUMO energy (eV) = 0.754
- SMILES = CN1[C@H](O)C[C@]1(C)O

Here are the Löwdin charges for atoms 1 to 8, given in e:
1. C -0.105
2. C -0.406
3. O -0.007
4. N -0.073
5. H 0.081
6. H 0.135
7. H 0.079
8. H 0.077


R) Below is a molecular structure, C5H11NO2, with properties calculated with ωB97M-V/def2-TZVPD.

CARTESIAN COORDINATES (ANGSTROEM)
O (3.3255, 1.1127, 0.0778)
C (2.6342, 0.2151, 0.4486)
N (1.8197, -0.9084, -0.2785)
C (0.8418, -1.3406, 0.6150)
C (-0.8275, 1.3954, -0.3204)
C (-2.1320, 0.8389, -0.8197)
O (-0.7319, 1.5126, 1.0102)
C (-0.4855, -1.7990, 0.1844)
H (2.5617, 0.0277, 1.5355)
H (1.6917, 0.2420, -0.4072)
H (1.0780, -1.7010, 1.6140)
H (-0.4244, 2.2140, -0.9524)
H (-2.5795, 1.3543, -1.6799)
H (-2.8498, 0.9640, 0.0058)
H (-2.0400, -0.2345, -0.9835)
H (0.1045, 0.7502, -0.6513)
H (-0.5837, -1.9000, -0.8880)
H (-1.2851, -2.1118, 0.8429)
H (-0.1179, -0.6316, 0.6467)

Values from the calculation:
- frontier orbital gap (Ha) = 0.197
- LUMO energy (eV) = -1.833

Here are the Löwdin charges for atoms 1 to 8, given in e:
1. O 0.143
2. C -0.306
3. N 0.071
4. C -0.235
5. C -0.567
6. C -0.096
7. O -0.263
8. C 0.142


S) Below is a molecular structure, C5H11NO2, with properties calculated with ωB97M-V/def2-TZVPD.

CARTESIAN COORDINATES (ANGSTROEM)
C (1.2906, 1.0713, -0.5258)
C (1.4436, -0.9499, -0.7145)
C (2.0574, -1.4513, 0.3612)
O (1.0927, 1.4531, 0.6575)
H (-0.4413, 1.1159, 1.1243)
H (2.3026, 1.1524, -0.9443)
H (0.5025, 1.2139, -1.2874)
H (1.7745, -1.2527, -1.7084)
H (2.8701, -2.1685, 0.3049)
H (1.7711, -1.1202, 1.3551)
N (-1.2399, -1.0979, -0.6316)
C (-2.2442, 0.8494, 0.0880)
C (-1.5378, 0.7846, 1.3323)
O (-2.1086, 0.0013, -0.8602)
H (0.1702, -0.8176, -0.6322)
H (-1.4056, -1.6349, -1.4835)
H (-2.9094, 1.6600, -0.1892)
H (-1.9663, 1.4396, 2.0859)
H (-1.4222, -0.2483, 1.6681)

Values from the calculation:
- frontier orbital gap (Ha) = 0.301
- LUMO energy (eV) = 0.037

Here are the Löwdin charges for atoms 1 to 8, given in e:
1. C -0.271
2. C -0.201
3. C -0.019
4. O -0.149
5. H 0.086
6. H 0.096
7. H 0.092
8. H 0.075


Energy above the most stable structure, in eV: P) 0.000; Q) 0.455; R) 8.313; S) 5.999


P) Below is 2 unconnected molecules or ions with the total composition C5H11NO2, with properties calculated with ωB97M-V/def2-TZVPD.

CARTESIAN COORDINATES (ANGSTROEM)
O (-0.8608, -2.6347, -0.4932)
C (0.0613, -2.9102, -1.3069)
N (1.0742, -2.1208, -1.7186)
C (1.0622, -0.8116, -1.0923)
C (-0.8788, 2.3742, 0.2573)
C (-1.6924, 1.7575, 1.4036)
O (0.2586, 1.6402, 0.0206)
C (1.6447, -0.8979, 0.3082)
H (0.1131, -3.8513, -1.7314)
H (2.6525, -1.2632, 0.3176)
H (0.0674, -0.3475, -1.0582)
H (-1.5308, 2.3901, -0.6372)
H (-1.0694, 1.6920, 2.2855)
H (-2.6112, 2.3750, 1.7292)
H (-2.0378, 0.7746, 1.1474)
H (-0.6054, 3.4408, 0.5248)
H (1.0687, -1.5965, 0.9230)
H (1.6095, 0.0875, 0.8060)
H (1.6743, -0.0981, -1.6853)

Values from the calculation:
- frontier orbital gap (Ha) = 0.140
- LUMO energy (eV) = -4.845

Here are the Löwdin charges for atoms 1 to 8, given in e:
1. O 0.042
2. C -0.324
3. N 0.155
4. C -0.281
5. C -0.374
6. C -0.099
7. O -0.080
8. C -0.076


Q) Below is 2 unconnected molecules or ions with the total composition C5H11NO2, with properties calculated with ωB97M-V/def2-TZVPD.

CARTESIAN COORDINATES (ANGSTROEM)
O (-1.5852, -0.6036, -1.6035)
C (-2.3658, -1.0796, -0.7637)
N (-2.2529, -0.8991, 0.5691)
C (-1.2196, -0.0174, 0.9334)
C (2.5842, -0.2524, 0.2254)
C (3.7359, 0.2564, -0.6969)
O (1.6374, 0.6784, 0.5302)
C (-1.4144, 1.5070, 0.8360)
H (-3.2436, -1.6128, -1.1341)
H (-0.3857, 1.8641, 0.8164)
H (-0.2695, -0.2096, 0.3457)
H (1.9820, -0.9795, -0.3606)
H (3.9060, 1.2510, -0.2585)
H (4.5319, -0.4717, -0.5933)
H (3.2956, 0.3286, -1.6999)
H (2.9683, -0.7121, 1.1556)
H (-1.8534, 2.0493, 1.6672)
H (-1.8612, 1.8986, -0.0593)
H (-0.9971, -0.2128, 1.9886)

Values from the calculation:
- frontier orbital gap (Ha) = 0.155
- LUMO energy (eV) = -4.413

Here are the Löwdin charges for atoms 1 to 8, given in e:
1. O 0.031
2. C -0.344
3. N 0.130
4. C -0.280
5. C -0.392
6. C -0.054
7. O -0.072
8. C -0.054


Energy above the most stable structure, in eV: P) 0.199; Q) 0.000


P) Below is 2 unconnected molecules or ions with the total composition C5H11NO2, with properties calculated with ωB97M-V/def2-TZVPD.

CARTESIAN COORDINATES (ANGSTROEM)
O (-2.2016, -2.8528, 0.7228)
C (-2.2380, -1.6894, 0.3976)
C (-1.5246, -1.1434, -0.8482)
C (-0.8159, 0.1651, -0.7991)
C (0.6731, 0.0932, -0.4367)
C (1.4992, 1.0999, -0.7028)
N (0.9035, -0.9488, 0.4284)
H (-2.6611, -0.9686, 1.1161)
H (-0.9092, -1.8727, -1.2573)
H (-2.3681, -0.9864, -1.6037)
H (-0.8616, 0.9052, -1.7312)
H (-1.2236, 1.0136, -0.0679)
H (2.4919, 1.0467, -0.3548)
H (1.6235, 1.7764, -1.5035)
H (1.8041, -0.9624, 1.0316)
H (0.2090, -1.6065, 0.7966)
H (1.4435, 2.0187, 0.8675)
H (2.2851, 2.2294, 2.3730)
O (1.8707, 2.6827, 1.5717)

Values from the calculation:
- frontier orbital gap (Ha) = 0.342
- LUMO energy (eV) = 0.608
- SMILES = C=C(N)CCC=O.O

Here are the Löwdin charges for atoms 1 to 8, given in e:
1. O 0.045
2. C -0.254
3. C -0.184
4. C -0.175
5. C -0.431
6. C -0.047
7. N 0.103
8. H 0.126


Q) Below is a single C5H11NO2 molecule, with properties calculated with ωB97M-V/def2-TZVPD.

CARTESIAN COORDINATES (ANGSTROEM)
O (0.1822, 0.9565, 2.9412)
C (0.4618, 0.2970, 1.9614)
N (-0.7191, -0.1371, 1.2488)
C (-0.5558, -0.9744, 0.0377)
C (-0.2296, -0.0907, -1.1744)
C (-1.2747, 1.0075, -1.4627)
O (-0.0403, -0.9744, -2.2922)
C (1.8063, -0.1435, 1.5167)
H (-1.4826, 0.5158, 1.1983)
H (0.1784, -1.7655, 0.1712)
H (-1.5287, -1.4814, -0.1196)
H (0.7465, 0.3652, -0.9439)
H (-1.3652, 1.0886, -2.5164)
H (-2.1774, 0.7732, -0.9004)
H (-0.9074, 1.9482, -1.0486)
H (0.4282, -0.4638, -2.9552)
H (2.4372, 0.5744, 1.0013)
H (1.8494, -0.9869, 0.8406)
H (2.1908, -0.5089, 2.4964)

Values from the calculation:
- frontier orbital gap (Ha) = 0.374
- LUMO energy (eV) = 0.653
- SMILES = CC(=O)NC[C@H](C)O

Here are the Löwdin charges for atoms 1 to 8, given in e:
1. O 0.050
2. C -0.494
3. N 0.054
4. C -0.170
5. C -0.419
6. C -0.023
7. O -0.046
8. C -0.008


Energy above the most stable structure, in eV: P) 2.043; Q) 0.000